Entry 1:
Density functional theory data (wB97M-V/def2-TZVPD) for a 3-piece molecular cluster, C27H46I2N2O8S overall.

```
86
C27H46I2N2O8S (wB97M-V/def2-TZVPD)
I 8.3930 0.9447 -4.2608
I 0.9097 5.9808 -0.4064
S 0.9944 0.3499 -5.5866
O -6.5311 1.7203 -3.0900
O 1.9900 -4.6087 6.7802
O -5.5999 -1.0805 -1.7073
O 0.2667 -4.7614 4.0179
O -1.3974 -2.7424 -1.5602
O 2.6418 -2.8139 4.3552
O -6.6800 1.2848 -0.0380
O -0.2389 -3.6981 0.3137
N 0.1550 -0.0002 -4.0554
N 2.3030 1.4960 -5.2481
C -7.5296 2.2690 -3.9364
C -7.3737 0.1654 -0.6079
C 2.6115 -4.1497 3.8319
C 5.4860 2.3621 -4.2259
C 2.9913 2.9192 -1.2581
C -1.0205 -4.5077 3.4755
C 2.2940 -3.2118 6.7753
C 6.9513 2.4338 -3.4418
C 1.3140 -4.4794 3.0891
C 4.0787 5.3911 -0.6516
C 4.4586 3.5442 -3.6398
C -4.4631 -1.8949 -1.4628
C 2.8986 -5.3590 7.5714
C 2.2187 1.7797 -3.7526
C -0.4870 -2.5718 -0.4115
C -6.1388 2.6216 -2.0520
C 2.8281 6.0346 -1.4935
C -5.6265 1.8421 -0.8379
C 1.7325 2.0380 -0.6094
C 3.8997 3.8170 -0.2307
C 0.7534 1.0507 -1.5053
C -6.5374 -1.1169 -0.6308
C 1.7900 -2.5636 5.4831
C 3.2313 2.7729 -2.8735
C 0.2082 -1.1391 0.0497
C -0.4471 0.1765 -0.7355
C 0.9533 0.8848 -3.1239
H 1.3673 -1.1761 -0.2053
H -5.1084 2.5491 -0.1806
H 4.9962 1.3008 -4.1624
H 5.1263 4.2216 -2.9578
H 3.4346 -4.1948 3.1094
H 1.8096 -1.4772 5.6239
H -3.7681 -1.7703 -2.2965
H -0.9424 0.8307 0.1126
H -7.1921 -1.9806 -0.7928
H 2.8378 -4.8818 4.6072
H 4.9048 3.2435 -0.0302
H -6.9770 3.2572 -1.7523
H 3.0964 7.1785 -1.7003
H -6.0213 -1.2301 0.3302
H 5.7173 2.6387 -5.3474
H -1.2181 -5.1777 2.6326
H 1.0428 -3.6366 2.4419
H -3.9568 -1.5792 -0.5445
H 6.8439 2.1759 -2.3041
H -0.8904 -2.9900 -2.4029
H -8.4168 2.5374 -3.3568
H -7.8132 1.5106 -4.6702
H -8.2345 -0.0052 0.0491
H -4.7558 -2.9475 -1.3938
H -7.1415 3.1487 -4.4604
H -4.8968 1.0802 -1.1155
H 2.6353 -6.4163 7.4881
H 7.3394 3.5319 -3.5875
H 3.3196 3.8174 0.8126
H 2.8301 -5.0532 8.6207
H 1.5125 2.0991 0.5397
H 5.1340 5.5059 -1.1930
H 3.3713 -3.0485 6.8712
H -5.3339 3.2488 -2.4527
H -1.1030 -3.4626 3.1590
H 1.7820 -2.7645 7.6352
H 3.9210 -5.2280 7.2074
H 0.1072 -1.0494 1.2357
H 2.7555 5.5398 -2.5703
H 1.4592 -5.3746 2.4741
H -1.2658 -0.1345 -1.5128
H 4.2010 5.9964 0.3697
H 3.9922 4.0963 -4.5697
H -7.7764 0.4101 -1.5908
H -1.7621 -4.6876 4.2575
H 0.7557 -2.8322 5.2636
```

The highest occupied orbital energy comes out at -0.311 hartree. The calculation puts the lowest unoccupied orbital energy at -1.7 eV. Its charge is 0. Its SMILES is O=C(O)CCc1cc(CCCI)c(CCCI)c2nsnc12.COCCOCCOC.COCCOCCOC. For the frontier orbital gap, the calculation gives 0.247 Ha.

---

Entry 2:
Density functional theory data (wB97M-V/def2-TZVPD) for an isolated molecule of C21H28N2O5S2.

```
58
C21H28N2O5S2 (wB97M-V/def2-TZVPD)
S -1.2406 -1.4600 -1.8377
S -3.4587 -0.2923 4.2297
O -0.0319 -2.1829 -1.5968
O 0.7777 -0.7679 -3.7719
O 2.5135 2.8828 -0.0131
O -2.3074 -1.6517 -0.8843
O -2.5413 2.8560 -0.2328
N -0.9183 0.1660 -1.8920
N -2.2067 0.7710 0.5907
C -0.7630 -1.7960 2.1724
C -2.2801 1.6810 -0.3883
C 1.6596 -1.6538 -4.4262
C -1.0564 -1.4424 3.4833
C 1.3700 -0.6838 2.3071
C -3.6284 0.1427 2.4719
C 2.6386 0.4485 -2.7736
C -2.5059 1.0558 1.9740
C -2.0180 1.0944 -1.7896
C 2.6630 -0.2561 1.6840
C -1.9326 -1.8818 -3.4569
C 3.8418 3.3446 0.0470
C -2.3761 -1.7748 4.0933
C 2.1922 1.9539 -0.9546
C 0.4368 -1.4201 1.5922
C 0.8566 1.5493 -0.9753
C 3.0848 1.3812 -1.8482
C 1.3081 0.0725 -2.8281
C 1.0797 -0.3417 3.6248
C -0.1155 -0.7138 4.2059
C 0.4129 0.6122 -1.8887
H 3.8599 4.0827 0.8471
H 2.2589 -2.2124 -3.7035
H 2.3152 -1.1249 -5.1258
H -2.9212 0.5551 -2.0855
H 1.7984 0.2281 4.1968
H -0.3381 -0.4274 5.2240
H -1.8605 1.9300 -2.4782
H -1.4726 -2.3651 1.5882
H 3.3511 0.0332 -3.4682
H -2.9761 -1.5972 -3.4528
H -1.8325 -2.9526 -3.5768
H -4.6035 0.6164 2.3701
H 2.7359 0.8304 1.6893
H 2.7280 -0.6051 0.6562
H 0.6373 -1.7009 0.5691
H 4.1291 1.6475 -1.8482
H 3.5075 -0.6524 2.2475
H -2.0715 -0.2015 0.3361
H -2.9195 -2.5182 3.5099
H 4.1448 3.8212 -0.8905
H -1.3728 -1.3521 -4.2134
H 1.0296 -2.3463 -4.9826
H 0.1789 1.9848 -0.2605
H -1.6047 0.9015 2.5761
H 4.5397 2.5351 0.2857
H -3.6297 -0.7916 1.9096
H -2.7926 2.1078 2.0399
H -2.2733 -2.1188 5.1220
```

The highest occupied orbital energy comes out at -0.302 hartree. The calculation puts the lowest unoccupied orbital energy at 0.4 eV. Its charge is 0. Its SMILES is COc1ccc(OC)c(N(CC(=O)NCCSCc2ccc(C)cc2)S(C)(=O)=O)c1. For the frontier orbital gap, the calculation gives 0.317 Ha. Its relative energy (zero: lowest compared OMol25 entry of this formula, charge and spin) is 0.0 kcal/mol.

---

Entry 3:
Density functional theory data (wB97M-V/def2-TZVPD) for an isolated molecule of CHOPS.

```
5
CHOPS (wB97M-V/def2-TZVPD)
S 1.9423 -0.5283 -0.7695
P 0.8994 -0.9974 0.7655
O -1.5343 0.9533 0.7904
C -0.6843 0.3365 0.2239
H -0.6232 0.2358 -1.0103
```

The highest occupied orbital energy comes out at -0.324 hartree. The calculation puts the lowest unoccupied orbital energy at -2.0 eV. Its charge is 0. Its SMILES is O=CP=S. For the frontier orbital gap, the calculation gives 0.252 Ha. Its relative energy (zero: lowest compared OMol25 entry of this formula, charge and spin) is 12.2 kcal/mol.

---

Entry 4:
Density functional theory data (wB97M-V/def2-TZVPD) for a 2-piece molecular cluster, C3H4Cl2O overall.

```
10
C3H4Cl2O (wB97M-V/def2-TZVPD)
Cl 1.1258 -0.4296 -2.0363
Cl 1.1413 1.3973 1.1207
O -1.0175 1.1772 -0.7551
C 0.2509 -0.8537 -0.5256
C -0.7706 0.0389 -0.0802
C 0.4422 -0.2275 0.7312
H -0.1347 2.0377 -0.0422
H 0.6325 -0.8279 1.4767
H 0.0937 -1.8608 -0.0491
H -1.7635 -0.4516 0.1599
```

The highest occupied orbital energy comes out at -0.358 hartree. The calculation puts the lowest unoccupied orbital energy at 0.4 eV. Its charge is 0. For the frontier orbital gap, the calculation gives 0.372 Ha. Its relative energy (zero: lowest compared OMol25 entry of this formula, charge and spin) is 106.8 kcal/mol.

---

Entry 5:
Density functional theory data (wB97M-V/def2-TZVPD) for an isolated ion of composition C6H15N2O and charge +1.

```
24
C6H15N2O (wB97M-V/def2-TZVPD)
O -1.2506 2.1923 -0.1286
N -0.5214 -0.3555 0.9109
N -0.6318 -0.9185 -1.6482
C -0.7534 1.6204 -1.0032
C 1.7752 1.5632 0.0067
C 0.4650 -1.2623 1.3998
C -1.8655 -1.0321 0.8420
C 1.4006 0.3247 -0.7951
C -0.1217 0.0877 -0.7839
H 0.0870 -1.6969 2.3792
H 1.4941 -0.7837 1.7113
H 0.8132 -2.0991 0.7469
H 1.5447 0.5906 -1.8404
H -0.6528 0.6096 1.4828
H 2.8268 1.8280 0.3915
H -0.7059 1.9861 -2.0467
H -1.8849 -2.0381 0.1716
H -2.5064 -0.2661 0.3891
H -0.3561 -1.8649 -1.6159
H -1.4524 -0.7279 -2.2041
H 1.4245 2.4427 -0.6097
H 1.2047 1.6200 0.8787
H -2.2238 -1.1637 1.8886
H 1.8907 -0.6565 -0.5232
```

The highest occupied orbital energy comes out at -0.523 hartree. The calculation puts the lowest unoccupied orbital energy at -3.2 eV. Its charge is +1. Its SMILES is CC[C@](N)(C=O)[NH+](C)C. For the frontier orbital gap, the calculation gives 0.407 Ha. Its relative energy (zero: lowest compared OMol25 entry of this formula, charge and spin) is 52.4 kcal/mol.